Entry 1:
The following is a DFT calculation (wB97M-V/def2-TZVPD) of 9 unconnected molecules or ions with the total composition C11H40N10O12 in a non-equilibrium geometry.

Last column: Mulliken charge in e.
Cartesian coordinates (Å):
H  -24.904  15.999  9.023  0.22
H  -21.022  12.976  8.078  0.33
H  -13.861  12.855  12.635  0.29
O  -16.064  12.619  -0.406  -0.65
O  -26.681  14.985  9.949  -0.68
N  -23.587  10.163  4.999  -0.37
H  -28.435  16.670  10.509  0.22
H  -16.862  13.744  1.608  0.22
N  -26.029  16.235  1.933  -0.43
N  -18.188  11.873  -0.287  -0.36
H  -22.095  8.012  12.279  0.24
H  -24.045  11.005  4.683  0.23
H  -19.344  18.299  8.359  0.31
H  -17.528  20.601  10.226  0.29
H  -11.754  13.067  9.187  0.30
C  -26.647  16.179  9.745  0.68
C  -17.765  19.760  10.878  -0.35
O  -20.568  13.692  7.635  -0.65
H  -17.589  17.924  9.795  0.27
H  -14.759  12.143  10.023  0.32
H  -12.515  11.657  10.679  0.35
C  -25.708  15.477  2.949  0.66
N  -25.582  16.687  9.316  -0.36
H  -18.968  17.868  10.700  0.28
C  -18.415  18.575  10.082  -0.33
O  -19.154  18.988  9.000  -0.52
N  -24.520  15.576  3.312  -0.34
H  -25.002  10.533  11.621  0.24
N  -27.586  17.034  10.101  -0.39
H  -19.667  13.382  7.537  0.32
C  -15.366  7.954  4.682  -0.26
O  -21.910  10.501  3.529  -0.70
N  -22.992  8.376  12.570  -0.46
H  -23.943  9.484  5.657  0.17
H  -23.627  7.725  13.007  0.23
H  -23.952  16.234  2.798  0.15
H  -16.424  7.374  3.190  0.30
O  -15.789  10.125  5.776  -0.50
H  -21.153  8.487  4.317  0.23
H  -14.228  9.025  6.275  0.29
O  -14.911  12.122  10.970  -0.54
H  -22.636  8.021  5.181  0.19
O  -22.664  9.914  10.931  -0.61
H  -18.069  11.170  -1.002  0.23
C  -23.382  9.307  11.693  0.58
O  -16.042  8.219  3.436  -0.51
H  -24.110  14.832  3.859  0.23
H  -25.264  16.642  1.413  0.18
O  -26.474  14.666  3.459  -0.69
H  -16.799  19.463  11.285  0.26
H  -18.367  12.869  1.680  0.15
C  -13.980  13.044  11.568  -0.29
N  -24.591  9.736  12.084  -0.41
C  -14.709  9.240  5.320  -0.53
H  -25.410  17.672  9.172  0.16
C  -17.123  12.450  0.146  0.67
N  -22.027  8.714  4.771  -0.43
H  -16.074  10.513  4.946  0.30
N  -17.432  12.966  1.310  -0.41
C  -12.624  12.723  10.880  -0.47
H  -13.981  9.754  4.692  0.30
H  -18.957  19.375  12.378  0.31
H  -14.654  7.152  4.487  0.34
H  -14.421  13.998  11.280  0.23
O  -18.677  20.180  11.937  -0.51
O  -12.462  13.480  9.685  -0.51
H  -27.491  18.019  9.900  0.17
H  -18.970  11.910  0.351  0.15
H  -24.799  9.432  13.025  0.21
C  -22.561  9.805  4.323  0.68
H  -11.854  12.945  11.619  0.32
H  -26.938  15.999  1.561  0.24
H  -16.028  7.603  5.474  0.25

Values from the calculation:
calculated total energy: -1893.5266 Ha
charge: 0
multiplicity: 1
SMILES: NC(N)=O.NC(N)=O.NC(N)=O.NC(N)=O.NC(N)=O.OCCO.OCCO.OCCO.O

***

Entry 2:
The following is a DFT calculation (wB97M-V/def2-TZVPD) of a molecular structure, C11H41B2HgO14P3 in a non-equilibrium geometry.

Last column: Mulliken charge in e.
Cartesian coordinates (Å):
H  -2.638  2.133  5.332  0.33
C  2.713  0.751  -3.404  -0.44
C  -1.902  2.357  2.239  -0.42
P  -3.251  -1.281  -1.929  -0.88
H  2.079  -3.262  -0.359  0.16
P  2.361  -1.609  -2.277  -0.80
H  -4.291  1.609  -3.319  0.26
H  0.575  1.343  -1.149  -0.62
H  4.152  -1.050  1.381  0.22
B  -0.326  -1.960  1.472  1.47
O  3.147  2.850  2.414  -0.46
H  3.293  -2.331  -4.765  0.36
Hg  -0.217  0.046  0.134  2.75
B  -0.167  2.254  -0.992  1.43
C  3.139  -3.390  -0.569  -0.60
H  1.729  -2.785  -5.347  0.26
O  3.542  -2.419  -1.572  -0.37
H  -1.314  3.628  3.875  0.31
H  -1.180  2.972  1.705  0.23
H  -5.616  -1.431  0.666  0.29
O  -2.150  -0.587  -1.248  0.30
H  -5.953  -0.529  -0.747  0.28
H  2.738  -1.303  2.455  0.25
C  3.738  -0.874  2.372  -0.62
P  2.497  1.392  2.344  -0.30
H  1.845  3.871  1.123  0.16
C  2.433  -2.956  -4.526  -0.81
H  0.245  2.931  -0.121  -0.49
O  -1.827  0.998  1.862  -0.36
H  1.316  3.787  2.792  0.11
H  2.759  -3.992  -4.624  0.29
H  -1.399  -1.821  0.978  -0.36
O  3.184  -0.578  -3.150  -0.30
H  2.716  4.836  2.381  0.29
O  -4.353  -1.889  -0.966  -0.25
H  -3.642  -3.241  -4.602  0.27
H  -0.910  1.857  4.125  0.11
O  1.592  1.286  3.647  0.06
H  3.322  -4.375  -1.000  0.30
O  1.784  1.008  1.119  0.48
O  3.766  0.510  2.736  -0.44
O  1.753  -2.679  -3.317  -0.27
C  2.039  1.701  4.931  -0.88
C  -3.723  -3.295  -3.512  -0.79
H  -4.754  -2.952  -3.382  0.31
H  2.921  1.125  5.217  0.30
H  -0.341  2.708  -2.063  -0.29
H  -3.642  -4.339  -3.226  0.29
C  2.194  3.914  2.154  -0.44
O  1.384  -1.026  -1.354  0.46
H  -4.469  -0.190  0.173  0.09
H  1.815  1.017  -2.850  0.01
C  -5.124  -0.982  -0.197  -0.50
C  -3.501  0.862  -3.425  -0.38
H  4.389  -1.386  3.081  0.36
H  -2.522  0.521  2.328  0.16
O  -2.779  -2.501  -2.821  -0.26
H  -2.913  2.741  2.076  0.38
O  -2.860  2.433  4.447  -0.58
H  -0.170  -0.967  2.120  -0.29
O  -4.126  -0.319  -2.861  -0.28
H  -3.201  0.742  -4.459  0.25
H  1.228  1.574  5.640  0.24
H  -0.270  -2.941  2.112  -0.27
C  -1.609  2.585  3.716  -0.23
H  2.528  0.912  -4.465  0.30
H  2.342  2.750  4.909  0.37
H  -1.224  1.878  -0.575  -0.34
H  3.766  -3.296  0.312  0.19
H  -2.716  1.225  -2.761  0.04
H  3.522  1.411  -3.092  0.23
H  0.532  -1.983  0.655  -0.61

Values from the calculation:
calculated total energy: -2724.3636 Ha
charge: 0
multiplicity: 1
energy relative to the best compared isomer or geometry (same formula, charge and spin): 10.9 kcal/mol

***

Entry 3:
The following is a DFT calculation (wB97M-V/def2-TZVPD) of 9 unconnected molecules or ions with the total composition C11H41N15O9 in a non-equilibrium geometry.

Last column: Mulliken charge in e.
Cartesian coordinates (Å):
H  -6.924  -25.106  3.258  0.08
H  -1.372  -23.139  7.072  0.24
N  -6.693  -20.956  1.771  -0.21
N  -8.686  -20.491  1.485  -0.41
C  -2.397  -18.729  1.549  0.49
C  -8.753  -26.326  5.909  -1.43
H  -12.348  -27.156  2.889  0.32
H  -11.012  -27.300  1.676  0.35
H  -4.017  -18.636  2.675  0.19
O  -1.820  -23.718  4.635  -0.69
H  -6.405  -27.186  5.243  0.36
N  -3.059  -27.609  3.984  -0.23
H  -9.569  -20.691  1.036  0.26
O  -4.628  -22.969  2.906  -0.73
O  -10.423  -27.451  3.700  -0.42
O  -8.116  -22.523  1.159  -0.64
H  -7.753  -24.400  0.489  0.23
H  -8.220  -26.408  6.857  0.44
H  -1.880  -20.656  1.008  0.19
H  -10.007  -24.804  3.541  -0.29
C  -7.795  -21.395  1.353  0.53
H  -8.664  -27.697  2.596  0.54
H  -10.022  -21.507  3.423  0.16
O  -2.085  -22.709  1.550  -0.68
H  -0.495  -29.175  4.581  0.21
H  -8.362  -19.559  1.702  0.14
N  -1.677  -19.667  1.050  -0.25
O  -9.567  -26.734  -0.100  -0.71
N  -3.447  -19.299  2.170  -0.30
H  -1.833  -23.444  0.990  0.30
H  -2.902  -22.991  1.961  0.27
H  -3.518  -20.307  2.149  0.19
H  -5.561  -25.437  4.532  0.14
H  -9.444  -23.628  0.098  0.26
H  -6.512  -19.965  1.846  0.12
N  -10.754  -21.830  4.039  -0.40
H  -5.982  -21.536  2.192  -0.01
H  -1.602  -28.279  5.517  0.15
C  -2.171  -22.737  5.311  0.68
N  -2.984  -21.857  4.858  -0.17
H  -3.091  -27.229  4.920  0.15
C  -2.135  -28.440  3.638  0.66
N  -4.890  -24.733  4.258  -0.04
H  -8.361  -28.322  5.069  0.49
H  -3.505  -22.066  4.019  0.07
H  -9.031  -26.096  3.007  -0.80
H  -8.696  -25.292  5.568  0.25
N  -10.096  -23.811  3.384  -0.20
H  -7.054  -23.710  2.304  -0.16
N  -9.879  -24.538  0.057  -0.29
H  -9.805  -26.559  6.068  0.38
H  -3.948  -24.589  4.590  0.19
N  -1.861  -22.468  6.497  -0.38
C  -9.107  -27.110  3.401  0.68
H  -3.238  -21.022  5.367  0.18
H  -6.591  -27.576  3.716  0.08
H  -7.207  -26.053  0.531  0.15
H  -10.865  -24.656  -0.124  0.19
H  -11.185  -21.300  4.783  0.25
O  -2.139  -17.521  1.507  -0.71
C  -8.305  -27.298  4.698  -0.13
N  -6.506  -24.233  2.972  0.33
H  -11.315  -25.918  2.719  0.08
H  -3.793  -27.502  3.299  0.07
H  -0.834  -19.358  0.588  0.20
C  -9.164  -25.618  0.124  0.47
C  -11.287  -27.007  2.689  -0.43
H  -2.115  -21.605  6.956  0.14
N  -1.305  -28.572  4.597  -0.37
C  -5.268  -23.949  3.287  0.59
O  -2.040  -29.002  2.587  -0.66
H  -9.624  -23.346  2.622  0.29
O  -11.501  -23.677  5.109  -0.64
C  -10.846  -23.147  4.266  0.51
N  -6.949  -26.952  4.424  -0.60
N  -7.964  -25.387  0.468  -0.21

Values from the calculation:
calculated total energy: -1942.3754 Ha
charge: 0
multiplicity: 1
energy relative to the best compared isomer or geometry (same formula, charge and spin): 0.0 kcal/mol
SMILES: COC[C@H](C)N.NC(N)=O.NC(N)=O.NC(N)=O.NC(N)=O.NC(N)=O.NC(N)=O.NC(N)=O.O